Entry 1:
ORCA calculation (ωB97M-V with the def2-TZVPD basis set) on a structure of composition C33H44CrN10O2.

The total charge is +2. The orbital gap (spin up / spin down) comes out at 6.7 / 6.3 eV. As for the multiplicity: 5. For the LUMO energy (spin up / spin down), the calculation gives -5.910 / -6.357 eV.

Each line ends with the Mulliken spin population.
Atoms and positions in Å:
Cr: 0.90 1.47 -0.77  3.577
O: -2.71 -4.73 1.46  0.000
O: 3.07 -6.09 -0.77  0.000
N: -1.93 -2.62 1.11  0.000
N: 1.67 -3.69 -0.96  0.003
N: 2.73 0.87 -0.62  -0.016
N: 1.64 1.90 -2.60  -0.135
N: 1.53 -1.37 -1.83  0.009
N: -0.80 0.15 -0.95  -0.066
N: 1.14 1.39 1.22  -0.154
N: -0.89 2.81 -0.06  0.011
N: 1.50 4.06 -1.10  0.107
N: -4.17 -3.01 1.72  0.000
C: -3.00 -0.40 -1.63  0.006
C: -1.07 2.47 1.38  0.064
C: 1.62 -2.46 -1.43  0.023
C: -4.09 0.46 3.11  0.000
C: 2.80 1.42 -2.89  0.080
C: -3.64 -0.79 2.69  0.001
C: 5.05 -0.53 -0.50  0.053
C: -2.95 -3.55 1.44  0.000
C: 4.65 0.04 -1.71  -0.019
C: -0.83 4.26 -0.36  0.035
C: 1.04 3.00 -3.33  0.071
C: 2.50 -5.71 -2.01  0.000
C: -3.10 -1.39 -0.66  0.007
C: 2.38 -4.02 0.28  0.000
C: 0.58 4.83 -0.26  -0.021
C: -1.84 0.33 -1.76  0.081
C: 4.27 -0.40 0.64  -0.016
C: 3.11 0.35 0.56  0.188
C: 3.52 -4.98 -0.02  0.000
C: 3.47 1.55 -4.22  0.006
C: -6.30 -0.08 2.42  0.000
C: -5.86 -1.33 1.99  0.000
C: -0.87 -0.82 -0.04  0.062
C: -1.99 -1.63 0.14  0.004
C: 2.17 0.74 1.65  0.028
C: -5.42 0.84 2.99  0.000
C: 2.45 0.48 3.09  -0.002
C: 3.45 0.72 -1.74  0.147
C: -5.92 2.17 3.49  0.000
C: 1.42 4.29 -2.56  -0.020
C: -4.52 -1.69 2.12  -0.001
C: 0.23 2.11 2.11  0.003
C: 1.28 -4.85 -1.77  0.000
H: -1.02 -2.99 1.33  0.000
H: 2.45 4.23 -0.79  -0.008
H: 0.84 -4.51 -2.71  0.000
H: 0.69 5.07 -2.79  -0.003
H: 2.24 -6.62 -2.53  0.000
H: 5.26 -0.07 -2.59  0.000
H: 3.92 -5.38 0.91  0.000
H: -1.72 2.48 -0.52  0.006
H: -5.11 2.75 3.92  0.000
H: 2.39 4.63 -2.92  -0.003
H: 2.76 1.34 -5.02  0.004
H: 1.72 -0.22 3.50  0.007
H: -1.50 4.83 0.29  0.000
H: -3.84 -0.21 -2.30  0.000
H: -6.38 2.74 2.69  0.000
H: 1.39 3.08 -4.36  0.012
H: 0.75 3.01 2.45  -0.017
H: -1.73 1.61 1.42  -0.012
H: 0.54 5.89 -0.54  -0.001
H: -4.88 -3.71 1.84  0.000
H: 0.54 -5.42 -1.21  0.000
H: 3.24 -5.16 -2.60  0.000
H: 5.98 -1.08 -0.45  0.000
H: 0.93 4.77 0.77  -0.009
H: -4.00 -1.98 -0.56  0.000
H: -6.57 -2.03 1.56  0.000
H: 1.68 -4.50 0.97  0.000
H: -7.35 0.17 2.31  0.000
H: 2.39 1.40 3.67  0.005
H: -0.04 2.87 -3.35  -0.029
H: 4.29 0.85 -4.31  -0.001
H: 4.32 -4.46 -0.56  0.001
H: -1.18 4.39 -1.39  -0.008
H: -6.68 2.02 4.26  0.000
H: -1.73 1.08 -2.54  -0.006
H: -1.56 3.29 1.91  0.002
H: 2.77 -3.11 0.74  0.002
H: 3.44 0.06 3.23  -0.001
H: -3.39 1.15 3.57  0.000
H: 3.87 2.55 -4.38  0.005
H: -2.60 -1.06 2.85  0.000
H: 4.58 -0.86 1.57  0.001
H: -0.02 1.52 3.00  -0.004
H: 0.00 -0.98 0.58  -0.059

Entry 2:
ORCA calculation (ωB97M-V with the def2-TZVPD basis set) on a structure of composition C33H44N4P2PtSSi2.

The orbital gap (spin up / spin down) comes out at 7.3 / 7.5 eV. As for the multiplicity: 3. For the LUMO energy (spin up / spin down), the calculation gives 0.398 / -0.517 eV.

Each line ends with the Mulliken spin population.
Atoms and positions in Å:
Pt: -1.32 0.13 1.74  0.973
S: -2.32 0.33 3.89  -0.008
P: 1.40 0.81 -0.03  -0.177
P: -1.21 -0.99 -0.79  -0.079
Si: -3.96 -1.74 0.33  0.007
Si: 3.23 2.21 1.95  0.014
N: 1.85 1.51 1.29  0.005
N: -2.27 -1.42 0.32  0.141
N: 0.30 0.16 4.43  0.019
N: -1.04 0.87 6.14  0.004
C: 3.56 -0.23 -1.54  -0.004
C: -0.93 0.47 4.87  -0.003
C: -0.38 -2.43 -1.51  0.036
C: -2.32 -0.70 -3.36  -0.001
C: 1.07 -4.63 -2.38  0.004
C: 2.49 -1.72 0.01  0.037
C: -2.93 0.04 -4.37  0.000
C: -3.14 1.40 -4.21  0.003
C: -4.39 -2.95 -1.04  0.015
C: 1.16 -3.43 -3.07  0.001
C: 1.16 1.55 -2.76  0.007
C: -0.46 -3.63 -0.82  0.000
C: 0.43 -2.33 -2.64  -0.001
C: 4.46 -1.22 -1.88  0.001
C: 3.39 -2.72 -0.33  0.008
C: -1.92 -0.07 -2.18  0.067
C: 0.60 4.19 -2.11  -0.004
C: -4.38 -2.50 1.99  0.001
C: 0.26 -4.74 -1.26  0.000
C: -2.75 2.03 -3.03  0.003
C: -2.15 1.30 -2.02  0.002
C: 4.38 -2.47 -1.27  0.002
C: -4.95 -0.17 0.09  0.001
C: 1.18 1.95 -1.43  0.037
C: 0.86 2.47 -3.77  -0.005
C: 0.90 3.28 -1.11  0.011
C: 3.26 4.07 1.65  0.000
C: -0.16 0.03 0.15  0.818
C: 3.20 1.95 3.81  0.000
C: 4.84 1.49 1.30  0.000
C: 2.56 -0.47 -0.60  0.045
C: 0.58 3.79 -3.44  0.011
C: -2.30 1.25 6.76  0.002
H: 0.19 -5.68 -0.73  0.000
H: -5.44 -3.25 -0.99  0.000
H: -4.09 -1.84 2.80  -0.001
H: 1.37 0.53 -3.03  0.004
H: 0.39 5.22 -1.86  0.000
H: 1.71 -1.92 0.74  -0.019
H: -3.86 -3.45 2.12  0.001
H: 5.24 -1.02 -2.61  0.000
H: 0.35 4.50 -4.22  0.001
H: 0.50 -1.40 -3.18  0.002
H: -1.84 1.78 -1.10  0.004
H: 4.96 1.71 0.24  0.000
H: -4.74 0.28 -0.88  0.001
H: 4.10 4.54 2.16  0.000
H: 0.40 -0.05 3.44  0.028
H: 1.64 -5.49 -2.72  0.000
H: -2.15 -1.76 -3.50  0.001
H: -6.02 -0.37 0.16  0.000
H: -2.10 1.57 7.78  0.000
H: 0.85 2.15 -4.80  0.000
H: -1.09 -3.70 0.06  -0.003
H: -3.78 -3.85 -0.97  0.000
H: -4.69 0.56 0.86  -0.003
H: 4.08 2.39 4.30  0.000
H: -4.22 -2.50 -2.02  -0.004
H: -5.46 -2.68 2.07  0.000
H: 3.33 -3.69 0.14  0.001
H: -2.77 2.08 6.21  -0.001
H: 0.91 3.58 -0.07  -0.004
H: 1.11 0.55 4.89  -0.004
H: 2.31 2.42 4.24  0.000
H: -0.22 0.85 6.72  0.000
H: 4.86 0.41 1.42  0.000
H: -3.61 1.97 -5.00  0.000
H: -3.00 0.41 6.77  0.002
H: 3.19 0.88 4.04  0.000
H: -2.92 3.09 -2.90  0.001
H: 2.34 4.53 2.01  0.000
H: -3.23 -0.46 -5.28  0.000
H: 3.63 0.75 -2.01  0.001
H: 5.70 1.91 1.83  0.000
H: 1.80 -3.34 -3.94  0.000
H: 5.09 -3.25 -1.54  0.000
H: 3.35 4.29 0.59  0.000

Entry 3:
ORCA calculation (ωB97M-V with the def2-TZVPD basis set) on a cluster of 8 separate species, C33H45N3O11 in total.

The orbital gap comes out at 8.3 eV. As for the SMILES: O=[N+]([O-])c1ccccc1.O=[N+]([O-])c1ccccc1.O=[N+]([O-])c1ccccc1.CC(C)=O.CC(C)=O.CC(C)=O.CC(C)=O.CC(C)=O. For the LUMO energy, the calculation gives -0.953 eV.

Each line ends with the Löwdin charge.
Atoms and positions in Å:
O: -2.47 4.23 -0.27  0.054
O: -1.42 -4.46 -1.27  0.073
O: 2.16 -7.25 2.52  0.070
O: 4.33 3.77 0.06  0.039
O: -6.35 0.22 2.90  0.029
O: 1.94 -0.77 -3.14  0.052
O: -4.57 1.58 -2.59  0.061
O: -3.34 2.51 0.65  0.089
O: 5.65 5.50 0.22  0.080
O: -2.00 3.75 4.66  0.067
O: 3.92 -7.16 1.23  0.046
N: -2.43 3.05 0.13  -0.327
N: 5.44 4.30 0.31  -0.319
N: 2.99 -6.61 1.88  -0.305
C: 7.31 1.10 1.23  -0.055
C: -2.35 -3.91 -0.74  -0.497
C: 3.36 -2.97 0.92  -0.109
C: 6.52 3.38 0.77  -0.124
C: 1.16 2.20 -0.61  -0.046
C: -4.33 1.61 -5.00  -0.011
C: 2.76 -5.14 1.68  -0.128
C: -4.29 3.86 4.05  -0.013
C: -4.24 0.96 -3.58  -0.469
C: 7.68 3.92 1.29  -0.017
C: 8.74 3.09 1.65  -0.063
C: 1.26 -3.22 1.98  -0.029
C: -1.14 0.86 -0.15  -0.017
C: 2.79 -0.07 -5.31  -0.012
C: 2.08 -1.04 -4.31  -0.450
C: 3.67 -4.32 1.05  0.001
C: -2.46 5.43 3.04  -0.018
C: 2.25 -2.36 1.34  -0.051
C: -5.26 -0.33 2.64  -0.438
C: 1.17 0.83 -0.57  -0.096
C: -4.82 -0.51 1.16  -0.010
C: -3.69 -4.06 -1.36  -0.023
C: 0.01 0.09 -0.32  -0.055
C: -2.79 4.30 3.94  -0.502
C: -1.18 2.24 -0.03  -0.123
C: -2.31 -3.35 0.70  -0.007
C: -3.68 -0.41 -3.40  -0.026
C: 1.43 -2.32 -4.89  -0.020
C: 8.58 1.68 1.72  -0.020
C: -4.70 -1.26 3.66  -0.024
C: 6.37 1.97 0.75  -0.030
C: 0.00 2.90 -0.30  0.004
C: 1.61 -4.55 2.20  -0.017
H: -4.49 -1.14 -3.35  0.087
H: 2.03 0.21 -0.74  0.090
H: 5.48 1.54 0.32  0.108
H: 3.17 -0.59 -6.19  0.071
H: -4.02 -1.89 3.09  0.044
H: 4.63 -4.61 0.65  0.121
H: 7.64 5.00 1.35  0.116
H: 9.56 3.61 2.13  0.101
H: -2.81 5.35 2.01  0.069
H: 1.96 0.48 -5.75  0.079
H: -4.28 2.70 -4.98  0.077
H: -3.57 1.20 -5.66  0.068
H: 0.10 -0.98 -0.31  0.096
H: -2.68 6.36 3.58  0.095
H: -3.84 -0.97 1.26  0.037
H: -4.11 -0.86 4.48  0.093
H: -1.38 5.32 3.03  0.082
H: 0.91 -2.99 -4.21  0.078
H: -2.92 -0.82 -4.07  0.081
H: -3.23 -0.33 -2.40  0.067
H: -3.67 -4.41 -2.39  0.089
H: 3.46 0.66 -4.84  0.080
H: -5.30 1.45 -5.47  0.076
H: -2.07 -4.05 1.50  0.089
H: -4.44 3.04 4.75  0.070
H: -4.71 0.49 0.74  0.062
H: 0.00 3.97 -0.16  0.121
H: -3.24 -2.90 1.04  0.042
H: 9.31 0.98 2.09  0.094
H: 0.67 -2.06 -5.62  0.077
H: -4.12 -3.06 -1.46  0.066
H: 2.07 2.70 -0.92  0.099
H: -2.05 0.27 -0.17  0.093
H: -5.42 -2.05 3.89  0.096
H: -4.48 3.34 3.11  0.059
H: 7.26 0.03 1.14  0.100
H: 2.24 -2.84 -5.40  0.077
H: 4.12 -2.36 0.45  0.108
H: 2.08 -1.31 1.14  0.088
H: -5.65 -1.06 0.70  0.099
H: 0.85 -5.22 2.58  0.112
H: -1.50 -2.64 0.57  0.061
H: -5.07 4.60 4.23  0.077
H: 0.36 -2.81 2.41  0.096
H: -4.25 -4.63 -0.63  0.098

Entry 4:
ORCA calculation (ωB97M-V with the def2-TZVPD basis set) on a structure of composition C33H45NO2P2SiZr.

The orbital gap (spin up / spin down) comes out at 4.5 / 4.5 eV. For the LUMO energy (spin up / spin down), the calculation gives -0.482 / -0.494 eV.

Each line ends with the Löwdin charge.
Atoms and positions in Å:
Zr: -0.10 1.34 0.55  1.140
P: 2.71 1.29 0.05  0.760
P: -2.82 1.92 0.15  0.675
Si: -0.10 -2.20 -0.07  0.480
O: 0.44 1.56 2.65  -0.214
O: -0.09 -0.59 0.26  -0.519
N: 0.33 2.59 -0.91  -0.289
C: -2.85 -2.40 0.51  -0.129
C: 3.74 -0.17 0.40  -0.298
C: 0.98 -2.53 -1.55  -0.247
C: -3.52 2.56 -1.39  -0.240
C: 2.71 -3.83 -2.66  -0.084
C: 1.69 -1.95 -3.80  -0.084
C: 3.31 1.59 -1.66  -0.260
C: 0.52 -3.17 1.39  -0.232
C: 2.27 -3.55 3.03  -0.089
C: 3.72 2.56 0.90  -0.284
C: 0.88 -1.72 -2.69  -0.094
C: 0.20 5.53 -3.13  -0.135
C: 0.22 4.90 -4.37  -0.145
C: 0.27 3.35 -2.00  -0.478
C: 2.61 -3.01 -3.79  -0.090
C: -3.99 0.81 0.95  -0.273
C: 0.19 2.73 -3.30  -0.078
C: 0.10 -4.58 3.32  -0.076
C: 0.87 -0.02 4.44  0.002
C: 1.41 -4.36 3.77  -0.094
C: -0.34 -3.99 2.12  -0.077
C: 0.21 4.78 -1.95  -0.074
C: 1.83 -2.95 1.84  -0.101
C: -4.18 -2.76 0.25  -0.106
C: -2.20 -3.30 -1.64  -0.072
C: 0.42 1.32 3.92  -0.382
C: -4.52 -3.39 -0.94  -0.089
C: -3.53 -3.66 -1.90  -0.076
C: -0.29 2.25 4.85  -0.014
C: -1.85 -2.69 -0.43  -0.228
C: 1.90 -3.58 -1.54  -0.091
C: 0.20 3.49 -4.45  -0.126
C: -2.98 3.33 1.29  -0.301
H: -4.04 3.50 1.52  0.029
H: -1.48 1.43 -0.71  -0.096
H: 1.59 -1.32 -4.69  0.106
H: -3.68 0.58 2.00  0.057
H: 3.29 -3.37 3.37  0.102
H: 3.44 2.61 1.97  0.033
H: -2.47 3.16 2.27  0.025
H: -3.14 3.59 -1.55  0.057
H: -2.56 4.26 0.86  0.045
H: -4.62 2.57 -1.40  0.047
H: 0.24 5.48 -5.29  0.080
H: -5.56 -3.66 -1.14  0.099
H: -0.58 -5.22 3.89  0.100
H: -0.96 2.96 4.28  0.095
H: -3.17 1.96 -2.26  0.059
H: 2.82 0.88 -2.35  0.041
H: 0.66 -0.87 3.73  0.101
H: 3.24 -3.20 -4.66  0.102
H: 0.31 -0.20 5.36  0.079
H: -4.95 -2.54 1.01  0.109
H: 3.55 3.54 0.44  0.046
H: -1.35 -4.17 1.78  0.090
H: 0.16 5.24 -0.96  0.086
H: 0.13 -0.92 -2.72  0.104
H: -0.90 1.64 5.54  0.096
H: 0.18 6.62 -3.06  0.090
H: 4.78 0.12 0.24  0.038
H: 4.77 2.28 0.81  0.036
H: -1.42 -3.52 -2.38  0.102
H: -4.97 1.30 1.01  0.044
H: -4.11 -0.16 0.46  0.016
H: 1.94 -0.03 4.69  0.101
H: -2.60 -1.90 1.45  0.101
H: -3.78 -4.16 -2.83  0.100
H: 1.96 -4.25 -0.68  0.100
H: 3.59 -0.48 1.44  0.031
H: 0.14 1.64 -3.31  0.080
H: 3.41 -4.66 -2.64  0.100
H: 4.39 1.45 -1.68  0.042
H: 1.75 -4.81 4.70  0.097
H: 3.46 -0.98 -0.29  0.037
H: 0.18 2.98 -5.42  0.094
H: 2.51 -2.33 1.26  0.070
H: 0.41 2.86 5.45  0.101
H: 3.04 2.61 -1.97  0.039

The following maximum force values (in eV/Å) correspond, in order, to the records above: 1.4 0.2 4.4 4.6.